Computed, not measured: a cluster of 4 separate species, C51H41O8P in total, with ωB97M-V/def2-TZVPD.

Values from the calculation:
total energy: -2911.2537 Ha
SMILES: O=C1c2ccccc2C(=O)c2ccccc21.O=C1c2ccccc2C(=O)c2ccccc21.O=C1c2ccccc2C(=O)c2ccccc21.C=CC(=O)OCCCCCCP
frontier orbital gap: 7.7 eV

```
! wB97M-V def2-TZVPD RIJCOSX def2/J DEFGRID3
* xyz 0 1
O 6.175 -4.308 9.087
C 7.231 -4.285 8.491
C 7.437 -3.375 7.327
C 6.405 -2.527 6.942
C 6.588 -1.653 5.885
C 7.799 -1.620 5.210
C 8.828 -2.469 5.578
C 8.650 -3.353 6.635
C 9.764 -4.273 7.006
O 10.798 -4.289 6.374
C 9.565 -5.167 8.183
C 10.600 -6.008 8.572
C 10.446 -6.826 9.678
C 9.258 -6.808 10.401
C 8.219 -5.980 10.011
C 8.367 -5.159 8.900
H 5.467 -2.559 7.480
H 5.785 -0.991 5.586
H 7.940 -0.927 4.391
H 9.774 -2.454 5.055
H 11.520 -6.011 8.005
H 11.254 -7.479 9.981
H 9.143 -7.443 11.269
H 7.290 -5.960 10.563
O -4.468 1.932 -1.340
C -4.631 3.110 -1.582
C -3.658 4.128 -1.095
C -2.548 3.705 -0.376
C -1.616 4.630 0.059
C -1.782 5.981 -0.228
C -2.894 6.409 -0.934
C -3.839 5.485 -1.365
C -5.039 5.964 -2.111
O -5.224 7.145 -2.304
C -5.999 4.939 -2.618
C -7.103 5.358 -3.351
C -7.989 4.423 -3.858
C -7.778 3.067 -3.636
C -6.687 2.644 -2.896
C -5.796 3.577 -2.381
H -2.421 2.652 -0.166
H -0.750 4.297 0.616
H -1.044 6.700 0.103
H -3.039 7.456 -1.158
H -7.254 6.415 -3.522
H -8.845 4.750 -4.433
H -8.467 2.339 -4.043
H -6.520 1.589 -2.723
O -3.265 -1.646 -8.619
C -3.944 -0.643 -8.599
C -3.826 0.347 -7.490
C -2.902 0.117 -6.478
C -2.755 1.039 -5.455
C -3.526 2.195 -5.443
C -4.458 2.423 -6.440
C -4.616 1.498 -7.465
C -5.638 1.754 -8.519
O -6.361 2.726 -8.468
C -5.741 0.776 -9.640
C -6.661 1.008 -10.655
C -6.754 0.126 -11.718
C -5.929 -0.991 -11.773
C -5.018 -1.234 -10.759
C -4.923 -0.354 -9.687
H -2.305 -0.783 -6.503
H -2.035 0.860 -4.667
H -3.403 2.920 -4.648
H -5.068 3.316 -6.435
H -7.295 1.883 -10.603
H -7.469 0.310 -12.509
H -5.998 -1.675 -12.608
H -4.374 -2.101 -10.789
C 5.329 -2.133 2.492
C 5.404 -0.771 2.464
C 4.329 0.016 1.785
O 4.204 0.237 0.614
O 3.457 0.454 2.722
C 2.148 -0.187 2.667
C 1.094 0.896 2.814
C -0.348 0.473 2.465
C -0.461 -0.677 1.464
C -1.876 -0.967 0.973
C -2.905 -1.368 2.056
P -2.434 -2.292 3.580
H 5.302 -2.646 1.532
H 5.328 -2.630 3.458
H 6.248 -0.219 2.878
H 2.118 -0.879 3.512
H 2.082 -0.718 1.719
H 1.387 1.787 2.255
H 1.106 1.203 3.865
H -0.944 0.242 3.352
H -0.844 1.340 2.010
H -0.074 -1.601 1.913
H 0.193 -0.484 0.605
H -1.815 -1.710 0.173
H -2.255 -0.050 0.505
H -3.430 -0.467 2.379
H -3.667 -1.996 1.582
H -1.099 -1.917 3.807
H -2.228 -3.585 3.063
*
```